Version one
A structure of composition C5H4N2O. Source: the Open Molecules 2025 dataset; level of theory: ωB97M-V with the def2-TZVPD basis set.

The geometry in XYZ format:
```
12
Properties=species:S:1:pos:R:3:nbo_charge:R:1
C -1.951 -0.528 0.077 0.401
C -0.551 -0.168 -0.139 -0.196
C 0.104 1.125 0.063 -0.138
C 1.556 1.132 0.070 -0.033
C 0.373 -1.167 -0.157 0.041
H -2.222 -1.731 0.827 0.157
H -0.581 2.061 0.191 0.253
H 2.321 2.119 -0.490 0.243
H -0.126 -2.045 -0.078 0.179
N 2.247 -0.014 -0.041 -0.202
N 1.646 -1.195 -0.104 -0.198
O -2.816 0.412 -0.220 -0.509
```

## Properties
Total charge ... 0
Orbital gap ... 8.65 eV

Version two
The molecule C5H4N2O. Source: the Open Molecules 2025 dataset; level of theory: ωB97M-V with the def2-TZVPD basis set.

The geometry in XYZ format:
```
12
Properties=species:S:1:pos:R:3:nbo_charge:R:1
C 0.016 -0.125 0.710 -0.295
C 1.732 -0.771 -1.189 0.527
C -0.386 0.021 -0.692 0.185
C -1.653 0.669 -1.088 0.239
C -0.756 0.360 1.681 -0.296
N 0.483 -0.437 -1.531 -0.397
N -2.632 1.293 -1.144 -0.239
O 2.276 -1.619 -0.532 -0.530
H 0.922 -0.649 0.923 0.255
H 2.203 0.104 -1.638 0.119
H -1.823 0.740 1.774 0.229
H -0.382 0.415 2.724 0.204
```

## Properties
Total charge ... 0
SMILES ... C=C/C(C#N)=N\C=O
Orbital gap ... 9.39 eV

Version three
The molecule C5H4N2O. Source: the Open Molecules 2025 dataset; level of theory: ωB97M-V with the def2-TZVPD basis set.

The geometry in XYZ format:
```
12
Properties=species:S:1:pos:R:3:nbo_charge:R:1
C -2.134 0.709 -0.069 0.233
C -1.550 -0.556 0.441 -0.178
C 0.617 -0.696 -0.515 0.219
C 1.090 0.404 -0.011 -0.448
C 2.485 0.657 -0.036 0.253
H -2.200 -1.436 0.541 0.247
H -0.964 -0.304 1.429 0.241
H 1.267 -1.494 -0.846 0.215
H 0.530 1.400 0.277 0.272
N -2.102 1.814 -0.518 -0.276
N 3.660 0.539 -0.108 -0.301
O -0.699 -1.037 -0.584 -0.475
```

## Properties
Total charge ... 0
SMILES ... N#C/C=C/OCC#N
Orbital gap ... 10.49 eV

Which is most stable? The ranking, best first, is version three, version two, version one.

Version one
A cluster of 15 separate species, H30O15 in total. Source: the Open Molecules 2025 dataset; level of theory: ωB97M-V with the def2-TZVPD basis set.

The geometry in XYZ format:
```
45
Properties=species:S:1:pos:R:3:nbo_charge:R:1
H 1.014 -0.136 0.127 0.445
H -0.262 0.411 -0.184 0.466
H -1.221 0.025 -1.879 0.470
H -2.689 -0.209 -1.498 0.478
H 0.629 -2.989 0.252 0.455
H -0.826 -2.944 0.658 0.456
H 3.184 -2.836 -1.056 0.464
H 2.380 -1.575 -1.156 0.452
H -3.096 -2.664 -1.083 0.489
H -3.858 -3.683 -0.139 0.471
H 3.150 0.812 -0.563 0.439
H 4.088 1.782 0.111 0.485
H 2.328 -3.778 1.176 0.467
H 2.658 -4.179 -0.161 0.456
H 2.108 3.035 0.608 0.488
H 2.936 2.924 -0.760 0.457
H -0.295 -0.912 1.991 0.490
H 1.215 -1.066 2.138 0.450
H 4.635 2.084 2.567 0.450
H 3.651 1.278 1.815 0.494
H -1.516 4.184 -2.292 0.468
H 0.053 4.289 -2.137 0.481
H -4.251 0.948 3.152 0.476
H -3.009 1.338 2.213 0.482
H -4.873 -1.685 0.340 0.483
H -3.826 -0.967 1.239 0.469
H -2.926 3.496 0.997 0.475
H -2.989 4.024 -0.464 0.469
H 1.439 -1.385 -3.193 0.485
H 0.106 -0.716 -3.496 0.459
O 0.078 -0.326 0.181 -0.912
O -1.877 0.035 -1.144 -0.946
O -0.228 -2.651 0.013 -0.915
O 3.211 -1.888 -1.113 -0.923
O -3.953 -3.071 -0.909 -0.955
O 3.742 0.876 0.249 -0.921
O 2.892 -3.467 0.518 -0.910
O 2.302 3.453 -0.299 -0.944
O 0.504 -0.530 2.503 -0.944
O 4.662 1.503 1.814 -0.948
O -0.764 4.783 -2.058 -0.949
O -3.296 1.036 3.156 -0.957
O -4.493 -0.827 0.529 -0.959
O -3.243 3.339 0.090 -0.944
O 0.526 -1.170 -2.854 -0.943
```

## Properties
Total charge ... 0
Orbital gap ... 9.58 eV

Version two
A cluster of 15 separate species, H30O15 in total. Source: the Open Molecules 2025 dataset; level of theory: ωB97M-V with the def2-TZVPD basis set.

The geometry in XYZ format:
```
45
Properties=species:S:1:pos:R:3:nbo_charge:R:1
O 1.168 -1.924 1.996 -0.967
H 0.777 -1.702 2.845 0.465
H 0.571 -1.442 1.415 0.482
O -3.329 0.756 0.945 -0.970
H -2.923 1.361 0.384 0.466
H -2.602 0.480 1.520 0.476
O 0.512 -1.073 -3.184 -0.963
H 0.861 -0.335 -3.713 0.492
H 0.866 -1.861 -3.563 0.498
O -3.285 1.961 -2.076 -0.978
H -2.826 2.677 -1.638 0.464
H -2.683 1.160 -2.050 0.485
O -1.248 0.499 2.598 -0.956
H -0.900 0.918 1.804 0.491
H -1.116 1.086 3.305 0.478
O -1.892 -0.327 -1.797 -0.964
H -2.609 -0.867 -1.530 0.523
H -1.366 -0.767 -2.452 0.498
O 0.026 -0.362 0.186 -1.028
H 0.797 0.161 0.126 0.496
H -0.602 -0.270 -0.558 0.512
O 0.417 1.942 -1.730 -0.918
H 0.198 1.801 -2.632 0.483
H 0.384 2.884 -1.776 0.487
O 1.633 1.234 3.251 -0.941
H 1.732 1.042 2.329 0.470
H 1.161 0.450 3.566 0.464
O 2.612 -0.461 -1.523 -0.973
H 1.728 -0.586 -1.876 0.498
H 2.860 -1.247 -0.991 0.498
O -0.161 -3.146 -0.591 -0.942
H 0.239 -2.275 -0.485 0.483
H -0.257 -3.271 -1.532 0.458
O -1.181 2.142 0.170 -0.974
H -0.702 2.568 0.835 0.462
H -0.494 1.993 -0.503 0.477
O 3.760 -0.520 2.479 -0.921
H 3.008 -0.303 1.954 0.468
H 4.435 -0.621 1.822 0.448
O 2.383 1.154 0.505 -1.012
H 2.696 0.677 -0.300 0.510
H 2.389 2.115 0.270 0.488
O -2.667 -2.403 0.567 -0.947
H -1.806 -2.430 0.242 0.470
H -2.564 -2.864 1.386 0.468
```

## Properties
Total charge ... 0
Orbital gap ... 8.49 eV

Version three
A cluster of 15 separate species, H30O15 in total. Source: the Open Molecules 2025 dataset; level of theory: ωB97M-V with the def2-TZVPD basis set.

The geometry in XYZ format:
```
45
Properties=species:S:1:pos:R:3:nbo_charge:R:1
O 1.011 0.174 -3.287 -0.941
H 1.343 -0.747 -3.289 0.489
H 1.221 0.509 -4.151 0.487
O -3.093 0.523 1.395 -0.992
H -2.818 0.753 0.506 0.510
H -3.284 1.376 1.823 0.478
O -3.082 -2.177 1.704 -0.965
H -3.426 -2.188 2.602 0.468
H -3.028 -1.244 1.567 0.490
O 0.662 0.075 2.443 -0.956
H 1.471 -0.288 2.793 0.495
H 0.791 1.020 2.527 0.487
O -0.493 -2.809 -1.240 -0.958
H 0.219 -2.906 -1.891 0.464
H -0.586 -1.865 -1.067 0.494
O 3.272 -0.329 -2.019 -0.958
H 3.756 0.412 -1.748 0.468
H 2.453 0.052 -2.332 0.473
O -1.471 -0.521 4.050 -0.964
H -2.274 -0.101 3.798 0.455
H -0.856 -0.326 3.339 0.491
O 3.198 0.332 1.054 -0.970
H 2.671 -0.414 0.842 0.506
H 4.046 0.087 0.706 0.473
O -0.145 -0.360 -0.276 -1.008
H 0.366 0.429 -0.449 0.490
H -0.329 -0.342 0.672 0.526
O -0.879 2.541 1.017 -0.941
H -1.517 3.163 0.638 0.470
H -0.422 2.244 0.252 0.471
O 1.613 1.710 -0.670 -0.980
H 2.240 1.263 -0.147 0.509
H 1.997 1.891 -1.541 0.466
O -0.788 3.071 -2.054 -0.958
H 0.070 2.637 -2.090 0.484
H -0.899 3.526 -2.915 0.489
O -0.321 -3.060 1.447 -0.985
H -0.394 -3.119 0.505 0.475
H -1.204 -2.865 1.690 0.482
O -2.482 0.925 -1.263 -0.965
H -2.178 0.267 -1.857 0.481
H -2.025 1.725 -1.549 0.491
O 1.997 -1.908 -0.177 -0.958
H 2.436 -1.534 -0.927 0.461
H 1.161 -1.603 -0.430 0.477
```

## Properties
Total charge ... 0
Orbital gap ... 8.60 eV

Version four
A cluster of 15 separate species, H30O15 in total. Source: the Open Molecules 2025 dataset; level of theory: ωB97M-V with the def2-TZVPD basis set.

The geometry in XYZ format:
```
45
Properties=species:S:1:pos:R:3:nbo_charge:R:1
H 1.048 -0.515 -0.496 0.446
H -0.144 0.178 -0.777 0.405
H -3.771 -2.035 0.347 0.460
H -5.232 -2.156 0.597 0.471
H 0.062 3.410 -2.273 0.479
H 0.140 2.056 -1.591 0.431
H 0.570 1.361 2.655 0.480
H 1.924 0.932 3.444 0.477
H 0.900 -2.627 -2.402 0.456
H 2.324 -2.765 -1.729 0.470
H -0.414 2.956 0.272 0.469
H -0.951 1.658 -0.332 0.431
H -1.022 3.862 1.490 0.438
H -1.835 3.633 2.699 0.470
H 1.818 -4.091 0.873 0.458
H 1.935 -2.838 0.026 0.452
H -2.044 0.257 0.550 0.456
H -2.215 -0.711 1.750 0.470
H -1.258 -1.717 2.840 0.455
H 0.276 -1.905 2.969 0.480
H 0.707 -1.162 -3.380 0.465
H -0.318 -0.065 -3.246 0.453
H 3.662 1.698 -0.049 0.457
H 2.865 1.803 1.214 0.469
H -1.491 -5.025 -0.666 0.472
H -2.043 -4.069 0.453 0.475
H 2.713 -0.064 -1.391 0.440
H 3.837 -0.042 -0.498 0.475
H -0.498 5.293 -1.468 0.468
H -1.420 4.113 -1.886 0.458
O 0.126 -0.686 -0.760 -0.853
O -4.378 -2.590 0.768 -0.929
O 0.723 2.772 -1.790 -0.928
O 1.014 0.671 3.239 -0.955
O 1.475 -3.195 -1.998 -0.923
O -1.146 2.339 0.326 -0.903
O -1.729 4.264 1.969 -0.906
O 2.026 -3.825 -0.098 -0.914
O -1.715 0.033 1.352 -0.929
O -0.557 -2.369 3.084 -0.935
O -0.216 -0.998 -3.171 -0.917
O 3.748 1.672 0.830 -0.920
O -1.773 -4.141 -0.517 -0.947
O 3.524 -0.450 -1.321 -0.918
O -1.247 5.080 -1.910 -0.909
```

## Properties
Total charge ... 0
Orbital gap ... 8.51 eV

Which is most stable? The ranking, best first, is version three, version two, version four, version one.